[1]
The following is a DFT calculation (ωB97M-V/def2-TZVPD) of a 2-piece molecular cluster, C6H5ClNOS overall.

Values from the calculation:
Orbital gap (spin up / spin down), Ha: 0.261 / 0.271
ΔE to the lowest compared entry with this formula, charge and spin, kJ/mol: 153.2
E_HOMO (spin up / spin down), eV: -3.72 / -4.03
Lowest unoccupied orbital energy (spin up / spin down), hartree: 0.124 / 0.123

```
! RIJCOSX wB97M-V def2-TZVPD def2/J DEFGRID3
* xyz -1 1
C 2.237 0.620 -0.162
C 2.142 -0.751 -0.255
C 1.122 1.391 0.158
C 0.849 -1.307 -0.210
C -0.174 0.811 0.331
C -0.233 -0.577 0.142
N -2.424 -1.082 0.037
O -2.698 -1.979 0.846
S -3.305 0.056 -0.600
Cl -4.721 1.800 0.049
H 3.266 1.017 -0.051
H 2.957 -1.424 -0.646
H 1.529 2.369 0.295
H 0.597 -2.348 -0.372
H -1.145 1.403 0.438
*
```

***

[2]
The following is a DFT calculation (ωB97M-V/def2-TZVPD) of C36H34BF5N5O3OsSbSe as an isolated structure.

Values from the calculation:
Orbital gap (spin up / spin down), Ha: 0.286 / 0.229
ΔE to the lowest compared entry with this formula, charge and spin, kJ/mol: 98.8
E_HOMO (spin up / spin down), eV: -13.70 / -13.88
Lowest unoccupied orbital energy (spin up / spin down), hartree: -0.217 / -0.281

```
! RIJCOSX wB97M-V def2-TZVPD def2/J DEFGRID3
* xyz 2 5
Os 0.504 0.100 -0.924
C 0.309 3.174 -2.252
C 1.111 3.113 -0.990
C 1.553 4.290 -0.398
C 2.383 4.242 0.700
C 2.846 3.003 1.138
C 2.391 1.855 0.525
N 1.472 1.921 -0.470
Sb 3.658 0.118 0.741
C 3.631 -0.092 -1.434
C 4.849 -0.199 -2.077
C 4.883 -0.342 -3.460
C 3.694 -0.377 -4.156
C 2.489 -0.271 -3.469
C 1.182 -0.328 -4.197
N 2.473 -0.125 -2.133
C 2.490 -1.664 0.980
C 2.841 -2.506 2.016
C 2.423 -3.835 1.959
C 1.779 -4.275 0.826
C 1.485 -3.377 -0.205
C 1.024 -3.901 -1.529
N 1.763 -2.074 -0.075
H -0.529 3.863 -2.154
H -0.082 2.206 -2.557
H 0.956 3.548 -3.049
H 1.236 5.235 -0.820
H 2.712 5.154 1.181
H 3.580 2.937 1.930
H 5.768 -0.172 -1.507
H 5.828 -0.425 -3.980
H 3.682 -0.491 -5.231
H 1.338 -0.466 -5.264
H 0.613 0.597 -4.068
H 0.569 -1.152 -3.834
H 3.449 -2.149 2.837
H 2.660 -4.521 2.762
H 1.529 -5.320 0.700
H 0.204 -4.609 -1.422
H 1.855 -4.444 -1.986
H 0.742 -3.100 -2.204
C -2.920 -0.411 3.268
C -1.521 -0.813 2.850
C -1.280 -2.281 3.153
O -1.435 -0.666 1.382
B -0.251 -0.097 1.111
O 0.451 0.372 2.171
C -0.378 0.137 3.378
C -0.869 1.490 3.853
C 0.524 -0.480 4.428
H -3.636 -1.115 2.846
H -3.177 0.589 2.922
H -3.019 -0.442 4.354
H -2.052 -2.875 2.669
H -1.329 -2.469 4.226
H -0.310 -2.614 2.781
H -1.513 1.971 3.122
H -0.010 2.135 4.043
H -1.425 1.388 4.785
H 1.006 -1.385 4.065
H -0.048 -0.728 5.323
H 1.293 0.238 4.713
Se -3.029 1.258 -2.095
N -1.707 1.570 -0.922
C -2.045 2.649 -0.229
C -1.267 3.273 0.794
C -1.755 4.388 1.392
C -3.023 4.962 1.037
C -3.799 4.404 0.082
C -3.325 3.228 -0.584
N -3.993 2.613 -1.540
H -0.320 2.845 1.099
H -1.181 4.862 2.178
H -3.353 5.851 1.556
H -4.760 4.811 -0.200
F -4.959 -4.398 -2.758
C -3.925 -3.626 -2.488
C -3.525 -2.652 -3.391
F -4.176 -2.486 -4.530
C -2.441 -1.851 -3.089
F -2.054 -0.913 -3.962
C -1.737 -1.979 -1.892
O -0.698 -1.159 -1.675
C -2.136 -2.982 -1.014
F -1.443 -3.226 0.093
C -3.221 -3.790 -1.305
F -3.572 -4.740 -0.450
*
```

***

[3]
The following is a DFT calculation (ωB97M-V/def2-TZVPD) of C24H24CoIN3 as an isolated structure.

Values from the calculation:
Orbital gap (spin up / spin down), Ha: 0.244 / 0.242
ΔE to the lowest compared entry with this formula, charge and spin, kJ/mol: 87.8
E_HOMO (spin up / spin down), eV: -6.77 / -6.79
Lowest unoccupied orbital energy (spin up / spin down), hartree: -0.004 / -0.007

```
! RIJCOSX wB97M-V def2-TZVPD def2/J DEFGRID3
* xyz 0 4
C -0.071 3.324 1.332
C 2.011 -1.177 0.626
H -0.892 2.655 1.605
H -0.127 3.680 0.302
H -0.050 4.166 2.027
H 1.551 -2.131 0.325
H 2.766 -0.862 -0.121
H 2.521 -1.302 1.599
C -1.448 1.072 -0.650
C -2.776 0.823 -0.990
C -3.118 -0.413 -1.542
C -2.092 -1.315 -1.804
H -1.131 2.065 -0.343
H -3.514 1.598 -0.805
H -4.149 -0.663 -1.776
H -2.264 -2.262 -2.312
N -0.503 0.102 -0.681
C -0.782 -1.021 -1.408
C 0.317 -1.914 -1.851
N 1.455 -1.345 -2.281
C 2.438 -2.112 -2.744
C 1.222 -4.130 -2.238
C 2.388 -3.519 -2.704
H 3.318 -1.601 -3.140
H 3.255 -4.082 -3.039
C 0.149 -3.321 -1.856
H -0.807 -3.731 -1.536
H 1.133 -5.214 -2.187
Co 0.896 0.332 0.783
I 1.873 2.387 1.577
C -2.300 2.445 4.533
C -3.020 1.795 3.523
C -2.420 0.795 2.759
C -1.073 0.439 2.992
C -0.378 1.058 4.059
C -0.981 2.059 4.809
N -0.384 -0.424 2.146
C -0.683 -1.779 2.106
C 0.331 -2.724 2.402
C 0.190 -4.055 2.020
C -1.015 -4.491 1.452
C -2.077 -3.594 1.293
C -1.934 -2.258 1.662
H -2.773 3.236 5.119
H -4.059 2.063 3.318
H -2.963 0.297 1.956
H 0.637 0.717 4.270
H -0.417 2.544 5.609
H 1.253 -2.364 2.859
H 1.026 -4.745 2.155
H -1.124 -5.534 1.146
H -3.029 -3.934 0.883
H -2.758 -1.558 1.545
*
```

***

[4]
The following is a DFT calculation (ωB97M-V/def2-TZVPD) of one molecule with the formula CH4BrNO.

Values from the calculation:
Orbital gap, Ha: 0.372
ΔE to the lowest compared entry with this formula, charge and spin, kJ/mol: 86.3
E_HOMO, eV: -9.70
SMILES string: CONBr
Lowest unoccupied orbital energy, hartree: 0.015

```
! RIJCOSX wB97M-V def2-TZVPD def2/J DEFGRID3
* xyz 0 1
C -0.891 0.518 0.059
O -0.228 -0.587 0.465
N 0.790 -0.907 -0.434
Br 2.237 0.249 -0.052
H -1.974 0.445 0.128
H -0.540 0.648 -0.902
H -0.543 1.381 0.698
H 1.149 -1.748 0.037
*
```

***

[5]
The following is a DFT calculation (ωB97M-V/def2-TZVPD) of a 15-piece molecular cluster, C4H28BO22 overall.

Values from the calculation:
Orbital gap, Ha: 0.343
ΔE to the lowest compared entry with this formula, charge and spin, kJ/mol: 291.3
E_HOMO, eV: -7.61
Lowest unoccupied orbital energy, hartree: 0.064

```
! RIJCOSX wB97M-V def2-TZVPD def2/J DEFGRID3
* xyz -1 1
O -0.880 -1.220 -3.580
C -0.397 -0.500 -2.685
O -0.897 -0.275 -1.492
B -0.064 0.774 -0.879
O 1.038 1.120 -1.826
C 0.871 0.364 -2.846
O 1.576 0.390 -3.855
O 0.513 0.192 0.383
C 0.308 0.992 1.406
O 0.687 0.950 2.555
C -0.649 2.163 0.947
O -0.785 2.031 -0.428
O -0.932 3.122 1.682
O -4.206 -4.754 -1.894
H -4.075 -4.136 -2.614
H -4.958 -5.281 -2.165
O -3.047 3.317 5.891
H -2.442 3.870 5.395
H -3.818 3.867 6.028
O 4.863 0.647 4.763
H 5.189 1.243 4.089
H 4.680 1.211 5.514
O -1.428 0.693 -8.320
H -1.985 -0.076 -8.201
H -0.545 0.384 -8.116
O 2.056 -4.244 0.253
H 1.440 -4.613 -0.379
H 1.503 -3.821 0.909
O -0.025 6.743 -0.092
H -0.354 6.018 0.440
H 0.612 6.339 -0.680
O -5.224 -4.027 -5.538
H -4.604 -3.377 -5.871
H -5.453 -4.555 -6.303
O 1.419 3.369 6.417
H 1.579 2.592 5.881
H 1.407 3.043 7.316
O 3.137 5.316 3.506
H 2.454 4.939 4.061
H 3.918 5.322 4.059
O 0.213 -5.109 -5.526
H 0.106 -4.220 -5.189
H -0.519 -5.598 -5.150
O -5.278 -0.581 -1.290
H -4.492 -0.074 -1.086
H -5.082 -1.464 -0.975
O 5.922 -0.926 -5.884
H 5.138 -0.705 -5.381
H 6.094 -0.147 -6.413
O 2.179 -1.520 7.232
H 2.528 -0.935 6.560
H 1.257 -1.276 7.308
O 0.184 -2.657 3.990
H -0.625 -3.126 3.786
H -0.107 -1.794 4.284
*
```

***

[6]
The following is a DFT calculation (ωB97M-V/def2-TZVPD) of a 3-piece molecular cluster, C22H41F3I2O10 overall.

Values from the calculation:
Orbital gap, Ha: 0.342
E_HOMO, eV: -9.21
SMILES string: O=C(I)C[C@H](C[C@H](O)C(F)(F)F)OC(=O)CCCI.COCCOCCOC.COCCOCCOC
Lowest unoccupied orbital energy, hartree: 0.004

```
! RIJCOSX wB97M-V def2-TZVPD def2/J DEFGRID3
* xyz 0 1
O -0.872 -1.706 -5.735
C -1.561 -1.067 -5.019
I -0.695 -0.011 -3.355
C -3.049 -0.921 -5.175
C -3.451 0.031 -6.318
C -2.610 1.295 -6.498
C -1.493 1.195 -7.573
O -1.353 -0.053 -8.203
C -0.116 1.664 -7.072
F 0.610 2.162 -8.089
F -0.220 2.639 -6.145
F 0.591 0.659 -6.523
O -4.790 0.498 -6.025
C -5.798 -0.304 -6.429
O -5.631 -1.450 -6.729
C -7.112 0.424 -6.459
C -7.371 1.321 -5.227
C -8.813 1.164 -4.761
I -9.395 2.728 -3.437
H -3.515 -0.588 -4.250
H -3.423 -1.915 -5.428
H -3.510 -0.535 -7.247
H -3.316 2.058 -6.822
H -2.216 1.640 -5.543
H -1.731 1.893 -8.376
H -1.128 -0.734 -7.551
H -7.117 1.030 -7.368
H -7.882 -0.343 -6.548
H -6.700 1.037 -4.417
H -7.179 2.362 -5.479
H -8.945 0.245 -4.196
H -9.511 1.172 -5.595
C 5.972 0.047 3.029
O 5.257 -0.423 1.910
C 4.118 -1.182 2.272
C 3.058 -1.131 1.197
O 2.319 0.081 1.188
C 2.936 1.212 0.594
C 2.919 1.195 -0.917
O 3.922 0.335 -1.423
C 3.639 -0.108 -2.732
H 6.360 -0.779 3.637
H 6.810 0.634 2.658
H 5.343 0.684 3.663
H 3.691 -0.803 3.207
H 4.418 -2.228 2.430
H 2.323 -1.906 1.428
H 3.489 -1.348 0.218
H 3.956 1.352 0.960
H 2.334 2.063 0.919
H 3.091 2.214 -1.292
H 1.929 0.864 -1.260
H 2.690 -0.656 -2.756
H 4.443 -0.777 -3.031
H 3.587 0.729 -3.438
C -0.088 -2.333 10.075
O 0.471 -1.299 9.301
C 1.501 -0.602 9.976
C 2.452 0.045 8.996
O 3.367 -0.859 8.397
C 2.877 -1.667 7.340
C 2.744 -0.940 6.022
O 1.577 -0.140 5.998
C 1.635 0.871 5.015
H -0.559 -1.947 10.986
H -0.847 -2.822 9.467
H 0.671 -3.072 10.359
H 2.064 -1.287 10.623
H 1.059 0.183 10.606
H 3.074 0.744 9.560
H 1.898 0.610 8.243
H 1.933 -2.147 7.606
H 3.633 -2.445 7.208
H 2.687 -1.680 5.211
H 3.635 -0.317 5.863
H 2.495 1.533 5.181
H 0.720 1.454 5.095
H 1.700 0.453 4.003
*
```

***

Asked for DFT total energy across the records above, the calculation gives -33194.8569 -140076.4162 -75472.5404 -74678.8278 -50331.1538 -68304.9623 eV in order.